C10H15O3P | ωB97M-V/def2-TZVPD

XYZ file:
```
29
C10H15O3P ωB97M-V/def2-TZVPD
P 0.506 0.619 1.026
O -0.875 1.705 3.220
O 2.007 1.000 0.738
O 0.417 -0.706 1.634
C -0.962 -2.106 -2.581
C 2.531 2.343 0.441
C -1.675 -1.316 -1.751
C 1.900 3.070 -0.676
C -1.750 -1.628 -0.362
C -0.150 -3.187 -2.115
C -0.244 -3.480 -0.784
C -2.298 -0.825 0.610
C 0.044 1.917 2.272
C -1.085 -2.811 0.095
H 0.490 -3.537 -2.964
H 3.564 2.147 0.307
H 2.389 2.824 1.380
H -2.403 -1.238 1.523
H 2.560 3.923 -0.693
H 1.994 2.659 -1.634
H -1.097 -1.858 -3.681
H -1.163 -3.063 1.226
H -2.661 0.204 0.379
H -0.215 2.846 1.741
H -0.161 0.761 -0.298
H -0.575 1.115 3.974
H 0.995 3.425 -0.432
H -2.281 -0.469 -2.185
H 0.199 -4.333 -0.411
```

## Properties
LUMO level (spin up / spin down)	0.723 / -0.578	eV
<S²>	2.048
gap between HOMO and LUMO (spin up / spin down)	7.624 / 8.410	eV
energy relative to the best compared isomer or geometry (same formula, charge and spin)	10.6	kcal/mol
charge	0
2S+1	3

C10H15PS | ωB97M-V/def2-TZVPD

XYZ file:
```
27
C10H15PS ωB97M-V/def2-TZVPD
S 2.813 -1.713 0.406
P 1.698 -0.180 0.083
C -0.723 -0.909 0.798
C -0.208 1.590 0.276
C 0.091 0.296 1.058
C 2.297 1.594 -0.007
C 1.053 2.432 0.321
C -0.232 0.950 -1.228
C 0.483 -0.287 -1.257
C -1.426 -2.357 -1.291
C -0.743 -1.299 -0.486
C -1.628 -1.393 1.825
H 2.854 1.970 -0.940
H 0.855 3.180 -0.492
H -1.894 -3.175 -0.580
H -2.201 -2.012 -1.948
H 3.166 1.544 0.846
H 0.814 -0.682 -2.299
H -1.044 2.158 0.413
H -0.987 -2.102 2.472
H -1.289 0.744 -1.654
H 1.135 2.989 1.316
H -2.572 -1.808 1.387
H 0.101 0.387 2.124
H -1.907 -0.690 2.602
H -0.722 -2.955 -1.858
H 0.216 1.729 -1.886
```

## Properties
LUMO level	0.808	eV
gap between HOMO and LUMO	9.168	eV
energy relative to the best compared isomer or geometry (same formula, charge and spin)	14.5	kcal/mol
charge	0

C10H16 | ωB97M-V/def2-TZVPD

XYZ file:
```
26
C10H16 ωB97M-V/def2-TZVPD
C -1.475 0.546 -1.359
C -1.788 1.179 1.243
C -0.967 1.978 0.416
C -2.177 -0.271 -0.533
C -2.361 0.013 0.817
C -0.665 1.616 -0.909
C 3.307 0.197 0.187
C 2.876 -0.709 -1.010
C 1.445 -1.210 -0.935
C -2.947 -0.970 1.763
H 1.105 -1.233 0.096
H 3.541 1.206 -0.181
H -2.170 -1.625 2.196
H 2.477 0.220 0.894
H 0.821 -0.496 -1.455
H -1.445 0.462 -2.445
H -3.236 -0.569 2.740
H 3.607 -1.528 -0.846
H 3.180 -0.338 -1.991
H 1.431 -2.197 -1.404
H -0.421 2.813 0.840
H -3.799 -1.513 1.365
H -1.878 1.549 2.261
H 0.077 2.111 -1.515
H 4.195 -0.120 0.714
H -2.732 -1.113 -0.950
```

## Properties
LUMO level	1.015	eV
gap between HOMO and LUMO	10.023	eV
energy relative to the best compared isomer or geometry (same formula, charge and spin)	26.7	kcal/mol
charge	0

C10H16 | ωB97M-V/def2-TZVPD

XYZ file:
```
26
C10H16 ωB97M-V/def2-TZVPD
C 0.022 1.148 3.050
C 1.070 2.072 2.851
C -1.257 0.180 -2.884
C -2.801 -0.047 -2.882
C 0.588 0.137 0.962
C 1.798 0.866 0.901
C 1.255 -2.266 0.267
C -0.327 0.236 2.037
C 0.385 -1.010 -0.006
C 2.059 1.859 1.891
H 3.088 2.298 1.797
H 2.524 0.589 0.158
H -1.294 -0.388 2.177
H -0.648 -0.558 -2.326
H 0.651 -3.021 -0.238
H -3.215 -0.619 -1.994
H 0.483 -0.694 -1.144
H -0.827 0.130 -3.897
H 1.208 2.895 3.645
H 1.518 -2.578 1.277
H -3.353 0.889 -3.116
H 2.291 -2.231 -0.355
H -2.956 -0.902 -3.764
H -0.733 -1.346 0.129
H -0.989 1.213 -2.522
H -0.538 1.150 3.988
```

## Properties
LUMO level	0.958	eV
gap between HOMO and LUMO	9.831	eV
energy relative to the best compared isomer or geometry (same formula, charge and spin)	49.8	kcal/mol
charge	0

C10H16 | ωB97M-V/def2-TZVPD

XYZ file:
```
26
C10H16 ωB97M-V/def2-TZVPD
C -0.588 1.077 -0.039
C 0.230 2.909 1.268
C -0.981 0.492 1.155
C 0.309 3.087 -1.239
C 1.407 -3.294 -1.475
C -0.132 2.293 2.453
C -0.780 -2.673 -0.089
C 0.302 -2.292 -1.070
C -0.690 1.014 2.399
C -0.001 2.339 0.022
H 1.476 -3.368 -2.552
H 1.302 -4.261 -0.988
H -0.364 2.857 -2.066
H -0.020 2.822 3.391
H -1.442 -0.482 1.168
H 1.323 2.845 -1.575
H -0.497 -2.863 0.946
H 0.744 -1.340 -0.778
H 0.702 3.885 1.318
H -0.891 0.622 -0.974
H -0.235 -2.026 -1.988
H 2.342 -2.881 -1.090
H -0.863 0.465 3.314
H -1.423 -3.529 -0.317
H 0.287 4.173 -1.166
H -1.515 -1.873 -0.027
```

## Properties
LUMO level	1.011	eV
gap between HOMO and LUMO	10.007	eV
energy relative to the best compared isomer or geometry (same formula, charge and spin)	15.5	kcal/mol
charge	0

C10H16 | ωB97M-V/def2-TZVPD

XYZ file:
```
26
C10H16 ωB97M-V/def2-TZVPD
C 1.874 1.370 -0.346
C -1.453 -0.330 -0.527
C -1.931 1.947 0.352
C 2.034 1.127 -1.920
C -0.878 -0.742 0.713
C -0.360 -2.067 1.105
C -2.011 0.984 -0.670
C -0.859 0.259 1.673
C 0.348 -2.850 0.070
C -1.295 1.613 1.485
H 1.144 -2.406 -0.489
H 1.896 -0.004 -2.078
H -1.577 -1.040 -1.439
H -0.578 -0.011 2.695
H 2.111 0.397 0.178
H 0.306 -1.878 1.983
H -1.133 -2.603 1.463
H -2.443 2.897 0.099
H -2.389 1.263 -1.545
H -0.360 -3.240 -0.654
H 1.210 1.701 -2.418
H 3.048 1.241 -2.329
H 0.766 1.791 -0.180
H 2.708 1.959 -0.003
H -1.013 2.340 2.252
H 0.833 -3.718 0.528
```

## Properties
LUMO level	1.021	eV
gap between HOMO and LUMO	9.998	eV
energy relative to the best compared isomer or geometry (same formula, charge and spin)	41.3	kcal/mol
charge	0

C10H16 | ωB97M-V/def2-TZVPD

XYZ file:
```
26
C10H16 ωB97M-V/def2-TZVPD
C -0.558 -3.128 -0.359
C 1.733 0.889 -1.431
C -1.881 1.989 0.782
C 0.124 -0.783 -0.469
C 0.909 -2.240 1.315
C -0.562 -1.871 -0.980
C -0.573 2.780 0.948
C 0.274 0.480 -1.348
C 0.852 -1.011 0.715
C 0.201 -3.319 0.775
H -0.448 1.154 -0.905
H -0.405 3.536 0.180
H 0.322 2.205 1.169
H -1.366 -3.782 -0.573
H 2.302 0.544 -0.578
H -2.065 1.744 -0.253
H -0.904 -1.897 -2.013
H 2.200 0.534 -2.344
H -1.776 1.005 1.253
H -2.688 2.460 1.326
H 1.987 1.941 -1.267
H 1.417 -2.342 2.265
H 1.384 -0.128 1.041
H 0.347 -4.292 1.226
H -0.129 0.117 -2.288
H -0.698 3.415 1.813
```

## Properties
LUMO level	1.012	eV
gap between HOMO and LUMO	10.031	eV
energy relative to the best compared isomer or geometry (same formula, charge and spin)	30.5	kcal/mol
charge	0

C10H16 | ωB97M-V/def2-TZVPD

XYZ file:
```
26
C10H16 ωB97M-V/def2-TZVPD
C -0.066 -1.414 3.905
C 1.275 -1.379 1.815
C -1.498 1.184 -1.247
C 0.394 0.762 -2.818
C 1.229 1.643 -2.070
C -0.675 1.999 -0.400
C 1.206 -1.837 3.151
C -0.984 0.579 -2.486
C -1.857 0.016 -3.534
C 0.570 2.227 -0.968
H 0.331 -1.688 1.268
H 1.047 2.975 -0.443
H 2.225 1.693 -2.306
H -0.676 -2.268 4.179
H 1.466 -2.943 3.120
H -1.824 0.705 -4.415
H -2.614 1.049 -0.957
H 1.992 -1.413 3.723
H -1.376 -0.784 -3.987
H -0.825 -0.817 3.367
H 2.231 -1.949 1.172
H 0.845 0.489 -3.776
H 0.159 -0.763 4.714
H -0.990 2.318 0.546
H -3.004 -0.078 -3.376
H 1.418 -0.306 1.825
```

## Properties
LUMO level	1.007	eV
gap between HOMO and LUMO	9.646	eV
energy relative to the best compared isomer or geometry (same formula, charge and spin)	65.0	kcal/mol
charge	0

C10H16 | ωB97M-V/def2-TZVPD

XYZ file:
```
26
C10H16 ωB97M-V/def2-TZVPD
C -0.387 -1.699 1.068
C 2.686 0.869 0.133
C 1.363 1.181 0.822
C -0.985 -1.326 -2.656
C -1.154 -1.194 -1.163
C -2.372 -0.395 0.748
C -0.268 -1.836 -0.308
C -1.470 -1.022 1.590
C 0.996 2.660 0.927
C -2.220 -0.464 -0.623
H -3.253 0.067 1.184
H 0.528 0.642 0.375
H -1.122 -2.349 -3.001
H 0.462 -2.501 -0.765
H 0.048 2.964 0.480
H -1.602 -0.986 2.663
H 0.849 2.952 1.973
H -1.745 -0.764 -3.197
H 1.767 3.338 0.569
H -2.849 -0.001 -1.370
H 2.553 0.679 -0.929
H 0.017 -1.003 -2.931
H 3.190 0.003 0.564
H 3.381 1.696 0.304
H 1.313 0.729 1.818
H 0.274 -2.241 1.729
```

## Properties
LUMO level	0.978	eV
gap between HOMO and LUMO	10.072	eV
energy relative to the best compared isomer or geometry (same formula, charge and spin)	11.4	kcal/mol
charge	0

C10H16 | ωB97M-V/def2-TZVPD

XYZ file:
```
26
C10H16 ωB97M-V/def2-TZVPD
C 0.720 0.648 0.768
C 1.273 1.816 0.185
C 0.936 -0.260 3.129
C 1.892 1.728 -1.050
C 0.740 -0.557 0.075
C 0.269 0.790 2.232
C 1.444 -0.641 -1.120
C 1.995 0.495 -1.669
C -1.945 -1.386 -1.773
C -3.107 -0.500 -1.419
H -0.757 0.395 2.067
H 1.606 -0.914 2.572
H -1.206 -1.526 -0.979
H 0.240 -1.439 0.458
H 0.130 1.812 2.554
H 2.294 2.603 -1.541
H 0.300 -0.932 3.710
H -2.719 0.347 -0.844
H 2.665 0.355 -2.511
H -3.959 -0.940 -0.901
H 1.224 2.699 0.807
H 1.591 -1.535 -1.716
H -3.583 0.031 -2.250
H -1.407 -0.897 -2.584
H -2.180 -2.386 -2.111
H 1.545 0.193 3.912
```

## Properties
LUMO level	0.983	eV
gap between HOMO and LUMO	9.879	eV
energy relative to the best compared isomer or geometry (same formula, charge and spin)	24.0	kcal/mol
charge	0

C10H16 | ωB97M-V/def2-TZVPD

XYZ file:
```
26
C10H16 ωB97M-V/def2-TZVPD
C -3.215 -2.223 0.504
C 1.497 1.303 0.413
C 2.147 1.513 -0.849
C 0.200 2.010 0.441
C 3.159 0.602 -1.261
C 3.100 -0.515 0.830
C 3.674 -0.343 -0.407
C -2.497 -0.851 0.514
C 2.015 0.275 1.174
C -2.213 -0.378 -0.898
H 1.400 0.101 2.053
H -3.167 -0.094 0.945
H -4.242 -2.065 0.868
H -1.562 -1.085 0.991
H 3.446 -1.080 1.694
H 4.467 -0.986 -0.822
H -3.617 -2.445 -0.511
H 0.214 3.017 -0.041
H -0.330 2.193 1.379
H -0.542 1.482 -0.193
H -2.803 0.516 -1.202
H 1.825 2.270 -1.555
H 3.530 0.682 -2.273
H -2.843 -3.027 1.181
H -2.407 -0.917 -1.832
H -1.239 0.044 -1.141
```

## Properties
LUMO level	0.989	eV
gap between HOMO and LUMO	9.967	eV
energy relative to the best compared isomer or geometry (same formula, charge and spin)	47.4	kcal/mol
charge	0

C10H16 | ωB97M-V/def2-TZVPD

XYZ file:
```
26
C10H16 ωB97M-V/def2-TZVPD
C -2.513 -0.807 -0.746
C -0.717 0.195 -1.986
C -1.976 -0.462 -1.943
C 3.378 0.383 0.564
C -0.637 0.379 0.411
C 2.583 1.629 0.898
C 2.541 -0.914 0.453
C -2.461 -0.731 1.744
C -0.080 0.626 -0.805
C -1.850 -0.397 0.455
H 1.549 -0.796 0.030
H -3.496 -1.255 -0.725
H 3.039 -1.604 -0.236
H -3.529 -0.510 1.774
H -2.368 -1.797 1.986
H -0.193 0.294 -2.926
H 4.131 0.182 1.331
H 3.982 0.483 -0.341
H -0.224 0.620 1.381
H 3.230 2.487 1.068
H 0.839 1.189 -0.767
H -2.506 -0.682 -2.861
H 2.026 1.527 1.832
H 2.492 -1.500 1.373
H 1.884 1.975 0.150
H -2.082 -0.221 2.633
```

## Properties
LUMO level (spin up / spin down)	-4.361 / -8.123	eV
<S²>	0.768
gap between HOMO and LUMO (spin up / spin down)	9.907 / 6.144	eV
energy relative to the best compared isomer or geometry (same formula, charge and spin)	10.2	kcal/mol
charge	+1
2S+1	2

C10H16 | ωB97M-V/def2-TZVPD

XYZ file:
```
26
C10H16 ωB97M-V/def2-TZVPD
C 0.512 0.860 1.703
C 0.692 -0.426 3.674
C 1.385 -1.848 -3.288
C 1.307 0.126 2.529
C -1.720 1.666 0.895
C 0.029 0.235 -2.661
C -0.914 1.001 1.935
C 0.468 -0.715 -3.776
C -1.488 0.386 3.065
C -0.701 -0.296 3.948
H -2.615 2.098 1.346
H -1.104 -0.847 4.784
H 2.367 0.010 2.372
H -1.030 0.477 -2.748
H -0.394 -1.211 -4.227
H -1.896 0.933 0.097
H 1.321 -0.993 4.353
H -2.560 0.461 3.235
H 0.748 -2.646 -2.892
H 0.951 -0.205 -4.616
H 0.924 1.356 0.834
H -1.158 2.500 0.461
H 0.600 1.162 -2.736
H 1.922 -2.318 -4.116
H 0.276 -0.175 -1.681
H 2.077 -1.590 -2.492
```

## Properties
LUMO level (spin up / spin down)	-4.419 / -8.232	eV
<S²>	0.767
gap between HOMO and LUMO (spin up / spin down)	9.115 / 5.302	eV
energy relative to the best compared isomer or geometry (same formula, charge and spin)	4.3	kcal/mol
charge	+1
2S+1	2

C10H16 | ωB97M-V/def2-TZVPD

XYZ file:
```
26
C10H16 ωB97M-V/def2-TZVPD
C -1.823 2.093 -1.365
C 1.634 -0.215 0.060
C 0.047 -1.594 1.304
C 0.800 -1.283 2.495
C 2.249 0.248 1.245
C 1.881 -0.383 2.401
C 0.578 -1.175 0.118
C -3.086 1.285 -1.838
C -2.781 -0.203 -1.625
C 1.988 0.320 -1.269
H 1.231 1.054 -1.583
H -3.471 -1.022 -1.875
H 2.388 -0.142 3.332
H -2.593 -0.240 -0.554
H -1.388 1.445 -0.585
H -2.015 -0.685 -2.255
H 0.386 -1.677 3.413
H 2.036 -0.460 -2.027
H 2.920 0.889 -1.248
H -3.986 1.834 -1.594
H -2.049 3.015 -0.837
H -1.032 2.184 -2.108
H 2.975 1.043 1.219
H -3.073 1.450 -2.929
H -0.856 -2.149 1.504
H 0.125 -1.584 -0.776
```

## Properties
LUMO level (spin up / spin down)	-4.315 / -8.202	eV
<S²>	0.768
gap between HOMO and LUMO (spin up / spin down)	9.486 / 5.600	eV
energy relative to the best compared isomer or geometry (same formula, charge and spin)	24.8	kcal/mol
charge	+1
2S+1	2

C10H16 | ωB97M-V/def2-TZVPD

XYZ file:
```
26
C10H16 ωB97M-V/def2-TZVPD
C -0.503 0.121 2.096
C -1.166 -0.967 1.623
C -1.324 -3.120 0.331
C 0.952 -1.939 0.916
C -0.209 1.660 -2.767
C 0.679 2.698 -0.418
C 0.947 0.250 1.826
C 1.625 -0.750 1.196
C -0.432 -2.053 1.069
C 0.291 1.495 -1.398
H -2.439 -3.170 0.656
H 0.708 2.183 0.596
H -0.028 2.645 -3.334
H -0.909 -4.035 0.723
H -0.381 0.824 -0.785
H -0.226 3.341 -0.399
H 1.502 -2.689 0.300
H 1.209 0.903 -1.402
H -1.198 -3.173 -0.780
H -1.059 0.837 2.634
H -0.096 0.767 -3.447
H -2.057 -1.206 1.210
H -1.429 1.728 -2.893
H 2.660 -0.641 0.848
H 1.486 3.229 -0.601
H 1.396 1.062 2.200
```

## Properties
LUMO level (spin up / spin down)	-4.516 / -8.362	eV
<S²>	0.767
gap between HOMO and LUMO (spin up / spin down)	9.032 / 5.184	eV
energy relative to the best compared isomer or geometry (same formula, charge and spin)	67.2	kcal/mol
charge	+1
2S+1	2

C10H16As2F5OPtSTe | ωB97M-V/def2-TZVPD

XYZ file:
```
37
C10H16As2F5OPtSTe ωB97M-V/def2-TZVPD
Pt -0.242 -0.353 0.030
Te -1.793 -2.809 -0.819
As -0.979 -1.244 2.361
As 2.222 -0.474 1.108
S -0.504 1.819 -0.415
F -3.486 -2.917 -1.629
F -2.818 -1.645 0.420
F -1.671 -1.189 -1.901
F -1.198 -3.774 -2.319
F -2.447 -4.287 0.182
O -0.218 -2.705 -0.023
C 3.022 -1.222 3.794
C 1.568 -1.459 5.689
C 0.466 -1.320 4.862
C 0.635 -1.140 3.492
C 2.611 1.420 1.479
C -1.581 -3.044 2.808
C 4.013 -1.144 0.591
C -2.292 -0.057 3.206
C 1.918 -1.057 2.962
C 2.843 -1.434 5.150
H -1.628 -3.157 3.896
H 4.022 -1.198 3.377
H 4.781 -0.633 1.177
H -1.805 0.875 3.501
H 3.403 1.515 2.224
H 1.701 1.896 1.853
H 4.077 -2.223 0.738
H 2.923 1.915 0.557
H 1.424 -1.612 6.748
H -2.569 -3.223 2.381
H 3.701 -1.576 5.789
H -0.536 -1.338 5.279
H -0.867 -3.761 2.400
H 4.173 -0.920 -0.466
H -2.759 -0.531 4.072
H -3.070 0.160 2.467
```

## Properties
LUMO level (spin up / spin down)	-4.114 / -6.933	eV
<S²>	6.021
gap between HOMO and LUMO (spin up / spin down)	7.969 / 6.341	eV
charge	+1
2S+1	5

C10H16As2PbTe4 | ωB97M-V/def2-TZVPD

XYZ file:
```
33
C10H16As2PbTe4 ωB97M-V/def2-TZVPD
Pb 0.117 -0.185 0.364
Te 0.263 0.766 3.180
Te 3.613 0.090 0.551
Te 2.256 -0.496 4.475
Te 4.272 -0.958 2.849
As -2.606 0.644 0.182
As 0.151 2.400 -0.573
C -3.633 2.607 -3.442
C -4.152 -0.566 -0.002
C -3.660 1.801 -2.312
C 1.664 3.022 -1.654
C 0.018 3.910 0.670
C -1.444 2.544 -1.720
C -1.436 3.364 -2.846
C -2.525 3.395 -3.706
C -3.299 1.898 1.520
C -2.572 1.762 -1.446
H -2.500 4.019 -4.586
H -2.473 2.434 1.983
H 1.794 2.428 -2.560
H 0.862 3.857 1.357
H -0.904 3.872 1.246
H -3.828 1.349 2.299
H -3.984 2.606 1.046
H -4.528 1.183 -2.108
H -0.560 3.966 -3.067
H 2.565 2.918 -1.046
H -4.026 -1.236 -0.856
H 0.058 4.854 0.119
H -4.213 -1.166 0.911
H -4.475 2.610 -4.115
H 1.548 4.077 -1.920
H -5.093 -0.012 -0.104
```

## Properties
LUMO level (spin up / spin down)	-8.488 / -8.869	eV
gap between HOMO and LUMO (spin up / spin down)	5.846 / 5.369	eV
charge	+2

C10H16B | ωB97M-V/def2-TZVPD

XYZ file:
```
27
C10H16B ωB97M-V/def2-TZVPD
C -2.748 -0.867 -0.964
C 2.175 0.284 0.006
C -1.520 0.240 -1.203
C -1.663 1.222 1.536
C 1.562 1.506 -0.942
C -2.891 0.126 1.791
C 1.413 -1.155 -0.196
C 2.300 -2.474 0.205
C -3.382 -0.883 0.569
C -1.002 1.229 0.025
B 0.271 2.278 -0.278
H -0.169 3.050 -1.081
H -3.105 -1.604 -1.821
H 0.439 -1.122 0.471
H 2.445 2.301 -1.023
H 1.307 1.165 -2.033
H -0.985 0.321 -2.248
H 1.051 -1.251 -1.329
H 3.339 0.215 -0.227
H 2.926 -2.369 1.188
H -1.277 1.950 2.371
H -4.228 -1.657 0.804
H 1.515 -3.350 0.410
H 2.930 -2.844 -0.730
H 0.531 2.872 0.710
H -3.351 0.109 2.868
H 2.116 0.708 1.121
```

## Properties
LUMO level	3.681	eV
gap between HOMO and LUMO	7.657	eV
charge	-1